{"formula": "C50H145N5O35", "method": "the ωB97M-V functional and the def2-TZVPD basis", "elements": ["C", "C", "O", "O", "H", "H", "H", "H", "H", "H", "C", "C", "O", "O", "H", "H", "H", "H", "H", "H", "C", "C", "O", "O", "H", "H", "H", "H", "H", "H", "C", "C", "O", "O", "H", "H", "H", "H", "H", "H", "C", "C", "O", "O", "H", "H", "H", "H", "H", "H", "C", "C", "O", "O", "H", "H", "H", "H", "H", "H", "C", "C", "O", "O", "H", "H", "H", "H", "H", "H", "C", "C", "O", "O", "H", "H", "H", "H", "H", "H", "C", "C", "O", "O", "H", "H", "H", "H", "H", "H", "C", "C", "O", "O", "H", "H", "H", "H", "H", "H", "C", "C", "O", "O", "H", "H", "H", "H", "H", "H", "C", "C", "O", "O", "H", "H", "H", "H", "H", "H", "C", "C", "O", "O", "H", "H", "H", "H", "H", "H", "C", "C", "O", "O", "H", "H", "H", "H", "H", "H", "C", "C", "O", "O", "H", "H", "H", "H", "H", "H", "C", "C", "C", "O", "C", "N", "H", "H", "H", "H", "H", "H", "H", "H", "H", "H", "H", "C", "C", "C", "O", "C", "N", "H", "H", "H", "H", "H", "H", "H", "H", "H", "H", "H", "C", "C", "C", "O", "C", "N", "H", "H", "H", "H", "H", "H", "H", "H", "H", "H", "H", "C", "C", "C", "O", "C", "N", "H", "H", "H", "H", "H", "H", "H", "H", "H", "H", "H", "C", "C", "C", "O", "C", "N", "H", "H", "H", "H", "H", "H", "H", "H", "H", "H", "H"], "xyz": [[0.52944, 4.23731, -1.24242], [0.08200, 5.63688, -1.50065], [0.22009, 6.10515, -2.88076], [0.80438, 3.86197, 0.13322], [1.38938, 3.97044, -1.85675], [-0.18616, 3.51720, -1.63923], [0.64377, 6.35049, -0.89793], [-0.89328, 5.87246, -1.07470], [-0.59142, 6.58810, -3.05343], [1.70002, 4.12809, 0.35371], [-2.58034, 2.35805, -3.96028], [-3.34257, 3.68926, -3.93257], [-3.95602, 4.02440, -5.13877], [-3.47269, 1.27093, -3.94690], [-2.04023, 2.24408, -3.02038], [-1.88106, 2.25495, -4.79002], [-2.73408, 4.54287, -3.63391], [-4.07243, 3.61656, -3.12628], [-4.49989, 4.75765, -4.84186], [-2.97883, 0.47405, -4.15349], [4.13064, 1.99909, 3.32253], [4.35422, 0.67773, 2.58127], [4.66089, 0.98075, 1.19608], [2.89063, 2.64130, 3.07392], [4.87219, 2.70845, 2.95509], [4.12137, 1.91311, 4.40909], [3.41869, 0.11946, 2.61604], [5.17428, 0.02578, 2.88220], [5.59617, 1.19242, 1.15051], [2.91203, 2.81617, 2.13023], [-2.97348, -5.61008, -0.30760], [-2.71884, -6.90489, 0.56640], [-2.57462, -8.01011, -0.30463], [-1.89725, -5.17310, -1.04531], [-3.35868, -4.74358, 0.22988], [-3.62508, -5.88895, -1.13571], [-3.55125, -6.94791, 1.26880], [-1.82786, -6.79289, 1.18422], [-2.03370, -7.79367, -1.06763], [-1.37565, -5.90578, -1.38103], [-6.68214, 0.60611, -2.46177], [-6.59301, 2.02823, -1.88401], [-6.52374, 1.95734, -0.46872], [-5.44910, -0.10732, -2.48232], [-6.91289, 0.62683, -3.52686], [-7.42083, -0.01832, -1.95924], [-7.50506, 2.57403, -2.12565], [-5.79387, 2.66135, -2.26951], [-7.35556, 1.52778, -0.25619], [-4.78093, 0.45128, -2.88620], [-0.52827, 2.03606, 4.14279], [0.55579, 1.62168, 5.18729], [1.38981, 2.72016, 5.39854], [-1.47553, 2.96210, 4.66989], [-1.15736, 1.19289, 3.85748], [-0.11884, 2.38453, 3.19461], [1.07462, 0.71191, 4.88525], [0.00034, 1.46797, 6.11247], [1.86129, 2.82894, 4.56940], [-1.99863, 3.20226, 3.90160], [1.63501, -2.13808, 4.25287], [2.66166, -3.26798, 4.10039], [3.03484, -3.51285, 2.78035], [0.44863, -2.49408, 3.48574], [2.21178, -1.31086, 3.83917], [1.36845, -2.00346, 5.30116], [2.35860, -4.17940, 4.61572], [3.58236, -2.98008, 4.60786], [2.44662, -4.18441, 2.42738], [0.06789, -3.30146, 3.83901], [-3.00444, -2.01227, -0.15308], [-3.49495, -1.86874, 1.28522], [-2.73211, -0.94558, 2.01571], [-1.68023, -2.49545, -0.17038], [-3.00130, -1.06705, -0.69590], [-3.64562, -2.67810, -0.73071], [-3.45901, -2.82519, 1.80676], [-4.54146, -1.56410, 1.29532], [-1.88049, -0.96341, 1.57294], [-1.62822, -3.45322, -0.20973], [4.08485, -2.25489, -0.53954], [5.42255, -1.55805, -1.09184], [6.55993, -1.92587, -0.42464], [4.16280, -3.71293, -0.56231], [3.22805, -1.81085, -1.04632], [3.89249, -2.00590, 0.50407], [5.40287, -0.48939, -0.87810], [5.59270, -1.81343, -2.13776], [6.51831, -2.88098, -0.33741], [3.47786, -4.04861, 0.02061], [-1.95564, -1.61647, 6.66462], [-2.60729, -0.81171, 5.52212], [-3.61103, -1.40766, 4.79611], [-2.68689, -1.51099, 7.89443], [-0.98834, -1.17209, 6.89907], [-1.73714, -2.63397, 6.34052], [-1.77384, -0.56365, 4.86491], [-3.07347, 0.11514, 5.85638], [-3.56234, -1.02873, 3.91541], [-3.47519, -2.04346, 7.76536], [2.89214, 5.92075, 1.73950], [2.95749, 7.34113, 1.08904], [4.30411, 7.80577, 1.06790], [3.29113, 4.97583, 0.78217], [1.89297, 5.61829, 2.05299], [3.50429, 6.02282, 2.63558], [2.30428, 8.05312, 1.59352], [2.68998, 7.32253, 0.03254], [4.74663, 7.08507, 0.61363], [4.16968, 5.21513, 0.47804], [-2.99969, -2.97257, -3.62676], [-1.53853, -2.51046, -3.55825], [-1.33468, -1.14810, -3.77825], [-3.48302, -3.07390, -4.97654], [-3.65211, -2.33884, -3.02607], [-3.07658, -3.90734, -3.07146], [-0.95774, -2.96861, -4.35879], [-1.22830, -2.92321, -2.59831], [-0.55467, -0.85925, -3.29890], [-4.03580, -2.30555, -5.13677], [-3.34371, 2.80158, 0.09314], [-2.20752, 2.72159, 1.16455], [-2.42410, 3.63201, 2.20094], [-3.21338, 4.01475, -0.58801], [-4.31438, 2.80896, 0.58898], [-3.42124, 1.95567, -0.58989], [-1.20645, 2.90562, 0.77455], [-2.14743, 1.72149, 1.59383], [-2.56688, 4.53932, 1.92165], [-3.26344, 4.72108, 0.06023], [1.49000, -4.83586, -4.48263], [1.99678, -4.44398, -3.08754], [3.26356, -3.79357, -3.34136], [0.21698, -5.52161, -4.35338], [2.11828, -5.56140, -4.99930], [1.48914, -4.00518, -5.18839], [2.07953, -5.38597, -2.54540], [1.26769, -3.81504, -2.57670], [3.63745, -3.62916, -2.47259], [-0.26998, -5.34552, -5.16174], [0.72306, 0.71843, -0.59417], [1.07012, 0.05460, 0.75643], [-0.10184, -0.39045, 1.48429], [0.21632, -0.23104, -1.51726], [1.52802, 1.29709, -1.04728], [-0.15013, 1.35836, -0.46722], [1.69279, 0.67915, 1.39697], [1.69707, -0.83335, 0.67536], [0.19817, -0.93640, 2.21472], [-0.37420, -0.86686, -1.10662], [-1.03248, -7.09172, 4.02677], [-1.06966, -5.58971, 3.73315], [-2.51518, -4.93636, 3.95510], [-3.56097, -5.29228, 3.12774], [-4.94155, -4.95619, 3.48727], [-0.13925, -4.98656, 4.67235], [-0.80609, -7.45422, 5.02947], [-0.19637, -7.45547, 3.42952], [-2.00507, -7.49996, 3.75196], [-0.87491, -5.57408, 2.66081], [-2.51475, -3.85309, 4.07608], [-2.80143, -5.21718, 4.96865], [-5.12945, -5.12622, 4.54741], [-5.70671, -5.24071, 2.76499], [-5.03266, -3.87042, 3.51745], [-0.57061, -5.12353, 5.57527], [0.55738, -5.71710, 4.63906], [4.76886, 3.89478, -5.94040], [5.74383, 2.85037, -5.50033], [5.32074, 2.05844, -4.19947], [5.19029, 3.06663, -3.10098], [4.58598, 2.51830, -1.94257], [6.00383, 2.03307, -6.70754], [5.31456, 4.39317, -6.74159], [4.54696, 4.66615, -5.20293], [3.88888, 3.44779, -6.40294], [6.64643, 3.44084, -5.34302], [6.08830, 1.33306, -3.92969], [4.35865, 1.57167, -4.35930], [4.96724, 1.54995, -1.61849], [3.55875, 2.35761, -2.26980], [4.61792, 3.16789, -1.06786], [5.14751, 1.57583, -6.98636], [6.29026, 2.64338, -7.45959], [2.89962, -8.31304, 2.77017], [3.07661, -7.20948, 1.77521], [1.83289, -6.44901, 1.28666], [2.17943, -5.27205, 0.55718], [1.06133, -4.35717, 0.46007], [4.08160, -6.38144, 2.29209], [2.59010, -7.95135, 3.75072], [3.77561, -8.95509, 2.86242], [2.11705, -8.90486, 2.29539], [3.45092, -7.67091, 0.86138], [1.31273, -6.10269, 2.17974], [1.27476, -7.15176, 0.66799], [0.19339, -4.92881, 0.13142], [1.32061, -3.51011, -0.17504], [0.76766, -3.95502, 1.42969], [4.14189, -5.51657, 1.77395], [3.73432, -6.14858, 3.21148], [1.87807, -0.91108, -5.07100], [1.00243, 0.07060, -5.84178], [1.40810, 1.53044, -5.43326], [0.58599, 2.52858, -5.98067], [0.87180, 3.82736, -5.46016], [1.10157, -0.12212, -7.28655], [1.67390, -0.84319, -4.00245], [2.91889, -0.60583, -5.17867], [1.76703, -1.90595, -5.50229], [-0.02690, -0.10312, -5.52809], [2.45400, 1.68236, -5.69990], [1.41674, 1.58499, -4.34466], [-0.05912, 4.37935, -5.33056], [1.30291, 4.47445, -6.22405], [1.43820, 3.86802, -4.52976], [0.47245, 0.52615, -7.73827], [0.80946, -1.03983, -7.59077], [-1.35614, 6.64744, 1.79899], [-2.72104, 6.55020, 2.46513], [-3.32100, 7.83925, 3.08116], [-3.59660, 8.74750, 2.07668], [-4.04197, 10.05905, 2.50837], [-3.53336, 6.07062, 1.36928], [-0.77536, 5.72559, 1.83044], [-0.71446, 7.24724, 2.44443], [-1.36111, 7.05227, 0.78697], [-2.83911, 5.70424, 3.14227], [-2.59723, 8.35808, 3.70972], [-4.23549, 7.62785, 3.63534], [-4.54476, 10.59435, 1.70292], [-3.19964, 10.65554, 2.85877], [-4.82710, 9.98427, 3.26075], [-3.45480, 6.80909, 0.68473], [-4.51805, 6.07347, 1.59393]], "orbital_gap_ev": 8.926, "charge": 0}